Entry 1:
DFT (the ωB97M-V functional and the def2-TZVPD basis) results for a 7-piece molecular cluster, C5H25N2O7 overall.

The geometry in ORCA input format:
```
! wB97M-V def2-TZVPD RIJCOSX def2/J DEFGRID3
* xyz -1 1
C -0.43 -1.86 -1.17
N -0.02 -2.91 -0.25
C -0.99 -3.97 -0.05
C 0.71 -0.80 -1.09
C 1.01 -0.03 -2.43
N 0.43 0.15 -0.01
C 1.34 1.23 0.35
O 0.84 2.22 1.14
H -1.48 -1.48 -0.99
H -0.75 -2.14 -2.18
H 0.31 -2.52 0.63
H -0.93 -4.51 0.89
H -1.12 -4.47 -1.01
H -1.98 -3.54 0.27
H 1.68 -1.27 -0.88
H 0.38 0.94 -2.41
H 0.61 -0.55 -3.27
H 2.03 0.26 -2.54
H -0.50 0.50 -0.32
H 1.65 1.59 -0.65
H 2.20 0.76 0.87
H 4.54 1.03 -1.32
H 3.62 0.66 -0.22
O 4.52 0.47 -0.53
H -1.04 -1.42 3.02
H 0.35 -2.09 3.30
O -0.55 -2.26 3.02
H -2.88 2.73 -2.61
H -2.48 1.39 -1.90
O -2.74 1.79 -2.73
H -0.54 2.57 0.23
H -0.72 3.52 -1.03
O -1.24 3.01 -0.40
H 0.41 0.56 3.87
H 0.33 1.45 2.49
O -0.22 0.98 3.28
H -1.89 2.07 2.64
H -2.06 3.06 1.55
O -2.41 2.87 2.43
*
```

Calculated values
- E_HOMO (eV) = -4.8132
- orbital gap (eV) = 7.96
- relative energy (zero: lowest compared OMol25 entry of this formula, charge and spin) (kcal per mole) = 44.71
- electronic energy (eV) = -22903.5667
- LUMO (eV) = 3.1

Entry 2:
DFT (the ωB97M-V functional and the def2-TZVPD basis) results for a single C5H10O molecule.

The geometry in ORCA input format:
```
! wB97M-V def2-TZVPD RIJCOSX def2/J DEFGRID3
* xyz 0 1
C -1.94 -1.37 0.90
C -0.52 -1.25 0.35
C -0.21 0.10 -0.27
O -1.09 0.84 -0.65
C 1.26 0.45 -0.45
C 1.48 1.95 -0.66
H -2.10 -2.36 1.33
H -2.11 -0.63 1.69
H -2.68 -1.19 0.12
H -0.37 -2.00 -0.44
H 0.22 -1.48 1.12
H 1.62 -0.11 -1.32
H 1.83 0.08 0.40
H 1.23 2.50 0.25
H 2.53 2.16 -0.91
H 0.84 2.32 -1.46
*
```

Calculated values
- structure (SMILES) = CCC(=O)CC
- E_HOMO (eV) = -9.5625
- orbital gap (eV) = 10.50
- relative energy (zero: lowest compared OMol25 entry of this formula, charge and spin) (kcal per mole) = 0.82
- electronic energy (eV) = -7394.7296
- LUMO (eV) = 0.9

Entry 3:
DFT (the ωB97M-V functional and the def2-TZVPD basis) results for C30H45BN7O2S3V as an isolated structure.

The geometry in ORCA input format:
```
! wB97M-V def2-TZVPD RIJCOSX def2/J DEFGRID3
* xyz 1 2
V 0.49 -3.60 0.09
C -0.94 -2.07 -4.88
C -0.73 -1.14 -3.74
C -0.84 0.21 -3.84
C -0.63 1.04 -2.71
N -0.28 0.55 -1.56
N -0.15 -0.78 -1.45
B 0.44 -1.37 -0.13
N -0.34 -0.84 1.14
N -1.36 0.00 1.01
C -1.98 0.40 2.09
C -1.54 0.00 3.38
C -0.49 -0.86 3.52
C 0.01 -1.34 4.83
C 0.09 -1.34 2.31
S 1.27 -2.57 2.25
C -3.14 1.37 1.91
C -3.80 1.17 0.55
C -4.20 1.18 3.00
C -2.57 2.79 2.03
N 1.94 -0.86 -0.04
N 2.05 0.41 0.34
C 3.24 0.90 0.56
C 4.40 0.11 0.37
C 4.29 -1.19 -0.05
C 5.47 -2.07 -0.27
C 2.97 -1.69 -0.23
S 2.70 -3.34 -0.65
C 3.28 2.36 0.99
C 3.05 3.22 -0.27
C 2.17 2.61 2.01
C 4.63 2.73 1.61
C -0.37 -1.64 -2.45
S -0.17 -3.31 -2.18
C -0.78 2.55 -2.85
C 0.34 3.06 -3.76
C -0.70 3.23 -1.49
C -2.15 2.87 -3.47
H -1.22 -1.52 -5.77
H -0.02 -2.63 -5.08
H -1.71 -2.80 -4.65
H -1.09 0.66 -4.79
H -2.06 0.35 4.26
H -0.57 -0.92 5.65
H -0.02 -2.43 4.88
H 1.06 -1.05 4.96
H -4.32 0.21 0.51
H -4.53 1.96 0.38
H -3.07 1.19 -0.26
H -4.55 0.15 3.04
H -3.84 1.46 3.99
H -5.05 1.81 2.79
H -1.78 2.96 1.30
H -3.36 3.53 1.88
H -2.14 2.96 3.02
H 5.38 0.52 0.56
H 6.39 -1.53 -0.07
H 5.42 -2.94 0.39
H 5.49 -2.44 -1.29
H 2.16 2.90 -0.79
H 2.94 4.27 0.01
H 3.90 3.14 -0.95
H 1.20 2.35 1.60
H 2.33 2.03 2.91
H 2.16 3.67 2.28
H 5.45 2.65 0.90
H 4.60 3.77 1.93
H 4.86 2.13 2.49
H 1.32 2.82 -3.36
H 0.27 2.64 -4.77
H 0.27 4.15 -3.85
H 0.24 3.02 -0.98
H -0.78 4.31 -1.62
H -1.51 2.90 -0.85
H -2.25 2.48 -4.48
H -2.96 2.45 -2.86
H -2.28 3.95 -3.52
N -1.90 -3.40 0.27
C -2.59 -4.60 -0.27
C -2.00 -5.90 0.34
C -0.55 -5.57 0.40
O 0.19 -5.58 -0.62
O -0.14 -4.91 1.41
H -2.08 -3.32 1.27
H -2.28 -2.57 -0.17
H -2.40 -4.60 -1.34
H -3.67 -4.57 -0.11
H -2.22 -6.75 -0.30
H -2.37 -6.08 1.35
*
```

Calculated values
- E_HOMO (alpha / beta) (eV) = -10.6892 / -10.5135
- orbital gap (alpha / beta) (eV) = 7.65 / 7.53
- <S²> = 0.80
- electronic energy (eV) = -105235.1280
- LUMO (alpha / beta) (eV) = -3.0 / -3.0

Which value of electronic energy does entry 3 give? -105235.1280 eV

Which of these has the highest electronic energy? C5H10O

Copy entry 3 word for word.
DFT (the ωB97M-V functional and the def2-TZVPD basis) results for C30H45BN7O2S3V as an isolated structure.

The geometry in ORCA input format:
```
! wB97M-V def2-TZVPD RIJCOSX def2/J DEFGRID3
* xyz 1 2
V 0.49 -3.60 0.09
C -0.94 -2.07 -4.88
C -0.73 -1.14 -3.74
C -0.84 0.21 -3.84
C -0.63 1.04 -2.71
N -0.28 0.55 -1.56
N -0.15 -0.78 -1.45
B 0.44 -1.37 -0.13
N -0.34 -0.84 1.14
N -1.36 0.00 1.01
C -1.98 0.40 2.09
C -1.54 0.00 3.38
C -0.49 -0.86 3.52
C 0.01 -1.34 4.83
C 0.09 -1.34 2.31
S 1.27 -2.57 2.25
C -3.14 1.37 1.91
C -3.80 1.17 0.55
C -4.20 1.18 3.00
C -2.57 2.79 2.03
N 1.94 -0.86 -0.04
N 2.05 0.41 0.34
C 3.24 0.90 0.56
C 4.40 0.11 0.37
C 4.29 -1.19 -0.05
C 5.47 -2.07 -0.27
C 2.97 -1.69 -0.23
S 2.70 -3.34 -0.65
C 3.28 2.36 0.99
C 3.05 3.22 -0.27
C 2.17 2.61 2.01
C 4.63 2.73 1.61
C -0.37 -1.64 -2.45
S -0.17 -3.31 -2.18
C -0.78 2.55 -2.85
C 0.34 3.06 -3.76
C -0.70 3.23 -1.49
C -2.15 2.87 -3.47
H -1.22 -1.52 -5.77
H -0.02 -2.63 -5.08
H -1.71 -2.80 -4.65
H -1.09 0.66 -4.79
H -2.06 0.35 4.26
H -0.57 -0.92 5.65
H -0.02 -2.43 4.88
H 1.06 -1.05 4.96
H -4.32 0.21 0.51
H -4.53 1.96 0.38
H -3.07 1.19 -0.26
H -4.55 0.15 3.04
H -3.84 1.46 3.99
H -5.05 1.81 2.79
H -1.78 2.96 1.30
H -3.36 3.53 1.88
H -2.14 2.96 3.02
H 5.38 0.52 0.56
H 6.39 -1.53 -0.07
H 5.42 -2.94 0.39
H 5.49 -2.44 -1.29
H 2.16 2.90 -0.79
H 2.94 4.27 0.01
H 3.90 3.14 -0.95
H 1.20 2.35 1.60
H 2.33 2.03 2.91
H 2.16 3.67 2.28
H 5.45 2.65 0.90
H 4.60 3.77 1.93
H 4.86 2.13 2.49
H 1.32 2.82 -3.36
H 0.27 2.64 -4.77
H 0.27 4.15 -3.85
H 0.24 3.02 -0.98
H -0.78 4.31 -1.62
H -1.51 2.90 -0.85
H -2.25 2.48 -4.48
H -2.96 2.45 -2.86
H -2.28 3.95 -3.52
N -1.90 -3.40 0.27
C -2.59 -4.60 -0.27
C -2.00 -5.90 0.34
C -0.55 -5.57 0.40
O 0.19 -5.58 -0.62
O -0.14 -4.91 1.41
H -2.08 -3.32 1.27
H -2.28 -2.57 -0.17
H -2.40 -4.60 -1.34
H -3.67 -4.57 -0.11
H -2.22 -6.75 -0.30
H -2.37 -6.08 1.35
*
```

Calculated values
- E_HOMO (alpha / beta) (eV) = -10.6892 / -10.5135
- orbital gap (alpha / beta) (eV) = 7.65 / 7.53
- <S²> = 0.80
- electronic energy (eV) = -105235.1280
- LUMO (alpha / beta) (eV) = -3.0 / -3.0

Among the records above, which one has the lowest electronic energy? C30H45BN7O2S3V